1.
Density functional theory data (ωB97M-V with the def2-TZVPD basis set) for C24H31CaN2O2SSi2 as an isolated structure.

Structure (XYZ):
```
63
C24H31CaN2O2SSi2, DFT ωB97M-V with the def2-TZVPD basis set
Ca 0.89 -0.21 -0.43
O 2.42 1.60 2.99
C 2.07 0.76 2.17
O 2.34 0.70 0.92
C 1.20 -0.39 2.70
C 1.11 -0.60 4.07
C 0.33 -1.66 4.53
C -0.33 -2.46 3.61
C -0.20 -2.17 2.27
N 0.54 -1.15 1.82
H 1.64 0.07 4.72
H 0.25 -1.85 5.59
H -0.93 -3.30 3.92
H -0.68 -2.77 1.50
C -2.91 -1.18 -0.35
Si -2.61 0.59 0.23
C -4.28 1.45 0.03
C -2.33 0.55 2.10
C -1.17 1.30 -0.66
C -1.05 0.92 -2.08
C -2.13 0.78 -2.97
C -1.93 0.41 -4.28
C -0.64 0.16 -4.74
C 0.38 0.28 -3.82
N 0.20 0.64 -2.55
Si -0.62 3.03 -0.36
C 1.04 3.40 -1.13
C -0.49 3.46 1.46
C -1.84 4.26 -1.10
H -3.49 -1.73 0.40
H -1.99 -1.75 -0.52
H -3.47 -1.21 -1.29
H -5.02 0.92 0.64
H -4.65 1.46 -0.99
H -4.25 2.48 0.39
H -2.84 -0.33 2.51
H -2.75 1.43 2.59
H -1.28 0.48 2.38
H -3.13 1.01 -2.63
H -2.78 0.33 -4.95
H -0.43 -0.14 -5.75
H 1.41 0.07 -4.10
H 1.85 2.86 -0.64
H 1.25 4.47 -1.03
H 1.07 3.16 -2.19
H 0.32 2.92 1.98
H -1.42 3.29 2.00
H -0.26 4.53 1.52
H -1.97 4.08 -2.17
H -1.50 5.29 -0.97
H -2.83 4.18 -0.63
S 1.07 -2.88 -1.35
C 2.73 -3.32 -0.92
C 3.05 -4.66 -0.64
C 4.33 -5.04 -0.28
C 5.35 -4.11 -0.18
C 5.06 -2.78 -0.45
C 3.77 -2.40 -0.82
H 2.25 -5.39 -0.71
H 4.52 -6.09 -0.07
H 6.35 -4.41 0.11
H 5.83 -2.02 -0.37
H 3.60 -1.35 -1.03
```

**Kohn-Sham gap**: 7.16 eV
**Net charge**: -1
**Maximum force**: 0.62 eV/A
**Spin multiplicity**: 1


2.
Density functional theory data (ωB97M-V with the def2-TZVPD basis set) for one molecule with the formula C4H4Cl2.

Structure (XYZ):
```
10
C4H4Cl2, DFT ωB97M-V with the def2-TZVPD basis set
Cl 0.48 1.88 -2.10
C 1.20 0.56 -1.30
C 0.67 -0.14 -0.33
C -0.50 0.18 0.42
C -1.18 -0.48 1.30
Cl -0.81 -2.09 1.85
H 2.00 0.16 -1.85
H 1.22 -1.04 -0.04
H -1.10 1.03 0.14
H -1.97 -0.06 1.92
```

**Kohn-Sham gap**: 9.46 eV
**SMILES**: Cl/C=C\C=C/Cl
**Net charge**: 0
**Maximum force**: 3.05 eV/A
**Spin multiplicity**: 1


3.
Density functional theory data (ωB97M-V with the def2-TZVPD basis set) for a 2-piece molecular cluster, C2H7NS2 overall.

Structure (XYZ):
```
12
C2H7NS2, DFT ωB97M-V with the def2-TZVPD basis set
C -1.34 1.00 -0.85
N -0.42 0.91 0.06
C -0.78 0.53 1.42
H -1.14 1.58 -1.85
H -2.10 0.26 -0.96
H 0.04 0.04 1.82
H -1.03 1.45 2.08
H -1.67 -0.11 1.58
S 1.67 -2.48 -1.18
S 2.37 -0.41 -1.01
H 2.95 -2.91 -1.03
H 1.44 0.15 -0.08
```

**Kohn-Sham gap**: 8.91 eV
**SMILES**: C=NC.SS
**Net charge**: 0
**Maximum force**: 3.39 eV/A
**Spin multiplicity**: 1


4.
Density functional theory data (ωB97M-V with the def2-TZVPD basis set) for C6H4Cl2FeN2O3Yb as an isolated structure.

Structure (XYZ):
```
19
C6H4Cl2FeN2O3Yb, DFT ωB97M-V with the def2-TZVPD basis set
Fe -0.58 -0.46 -2.96
Yb -0.04 -0.23 -0.07
Cl -1.35 -1.97 -1.25
Cl -1.16 1.47 -1.66
C 1.09 1.61 0.83
C -0.11 -1.95 -3.88
C -0.03 0.63 -4.29
O 1.66 2.47 1.22
O 0.21 -2.89 -4.51
O 0.34 1.31 -5.19
N -0.98 -2.21 2.16
C -1.78 -2.45 3.21
C -2.44 -1.26 3.49
C -1.99 -0.34 2.54
N -1.09 -0.92 1.74
H -0.36 -2.88 1.67
H -1.84 -3.42 3.72
H -3.15 -1.08 4.28
H -2.29 0.71 2.43
```

**Kohn-Sham gap (alpha / beta)**: 8.17 / 6.62 eV
**<S²>**: 12.023
**Net charge**: +4
**Maximum force**: 13.85 eV/A
**Spin multiplicity**: 7


Number 1: DFT total energy -2848.2107 Ha. Number 2: DFT total energy -1075.1527 Ha. Number 3: DFT total energy -931.4438 Ha. Number 4: DFT total energy -3907.1873 Ha.